# C2HNOS3

2 unconnected molecules or ions with the total composition C2HNOS3 (ωB97M-V/def2-TZVPD, OMol25).

The value obtained for the HOMO energy (alpha / beta) is -9.4 / -9.4 eV. The calculation puts the LUMO energy (alpha / beta) at -2.2 / -2.1 eV. The relative energy (zero: lowest compared OMol25 entry of this formula, charge and spin) is 0.419 eV. The calculation puts the orbital gap (alpha / beta) at 7.24 / 7.27 eV.

Structure (XYZ):
```
8
Properties=species:S:1:pos:R:3:forces:R:3:mulliken_charge:R:1
C -0.128258 -0.722391 0.077294 4.181 -1.609 3.644 0.05
C 3.294697 0.470628 -0.327855 0.650 -1.115 1.592 0.10
S 2.998410 1.921614 0.283875 -0.778 -0.210 -0.493 0.13
N 0.718418 -1.031523 0.796614 -1.196 0.176 -0.686 -0.37
S 3.670661 -0.980454 0.324617 0.212 1.343 -1.530 0.43
O 4.415086 -1.846945 -0.586214 -0.207 -0.157 0.296 -0.46
H -0.819428 -0.420838 -0.545739 -3.223 1.333 -2.857 0.34
S 1.170641 2.475854 -0.014871 0.362 0.239 0.035 -0.23
```
Positions in Å, forces in eV/Å.

---

# C2HNdO3S

A molecular structure, C2HNdO3S (ωB97M-V/def2-TZVPD, OMol25).

The value obtained for the HOMO energy (alpha / beta) is -18.1 / -18.1 eV. The calculation puts the LUMO energy (alpha / beta) at -12.7 / -11.2 eV. Its total charge is +2. Its spin multiplicity is 4. The calculation puts the orbital gap (alpha / beta) at 5.37 / 6.88 eV.

Structure (XYZ):
```
8
Properties=species:S:1:pos:R:3:forces:R:3:mulliken_charge:R:1
C -0.025983 -1.817815 1.289662 1.284 -0.561 1.101 0.35
S 0.296976 0.810638 -0.028592 4.154 2.645 5.661 1.13
C 0.143132 -0.756472 0.753532 -0.893 1.815 -1.885 -0.61
Nd -1.523007 0.775804 -2.986548 -0.931 0.297 -2.063 2.08
H 0.204743 -2.683643 1.931625 -0.772 0.512 -0.729 0.39
O -0.609175 0.764452 -1.375646 -0.714 -0.831 0.402 -0.40
O -0.132788 1.907140 0.806310 -1.567 -2.237 -1.294 -0.47
O 1.627979 1.042310 -0.475988 -0.561 -1.640 -1.193 -0.48
```
Positions in Å, forces in eV/Å.

---

# C2HO2P

C2HO2P in the gas phase (ωB97M-V/def2-TZVPD, OMol25).

The value obtained for the HOMO energy (alpha / beta) is -8.0 / -8.0 eV. The calculation puts the LUMO energy (alpha / beta) at -1.0 / -1.0 eV. The relative energy (zero: lowest compared OMol25 entry of this formula, charge and spin) is 2.824 eV. The calculation puts the orbital gap (alpha / beta) at 7.01 / 7.01 eV.

Structure (XYZ):
```
6
Properties=species:S:1:pos:R:3:forces:R:3:mulliken_charge:R:1
C 0.418150 0.382888 -0.103833 -0.213 0.392 -1.086 -0.52
P -2.243678 0.852382 0.040622 -0.093 0.073 -0.246 0.02
C 0.831269 -0.840769 0.078074 0.176 -0.589 0.006 0.74
O 1.077904 -1.926905 0.357872 0.584 -0.706 0.133 -0.30
H 0.673223 0.963959 -0.984818 -0.007 0.129 0.441 0.35
O -0.756865 0.568445 0.612081 -0.447 0.701 0.753 -0.28
```
Positions in Å, forces in eV/Å.

---

# C2HO2Y

A molecular structure, C2HO2Y (ωB97M-V/def2-TZVPD, OMol25).

The value obtained for the HOMO energy (alpha / beta) is -12.7 / -12.7 eV. The calculation puts the LUMO energy (alpha / beta) at -5.7 / -7.7 eV. The relative energy (zero: lowest compared OMol25 entry of this formula, charge and spin) is 1.343 eV. Its total charge is +1. Its spin multiplicity is 2. The calculation puts the orbital gap (alpha / beta) at 7.02 / 4.96 eV.

Structure (XYZ):
```
6
Properties=species:S:1:pos:R:3:forces:R:3:mulliken_charge:R:1
O -2.243144 0.074976 -0.373981 3.013 -4.017 -4.865 -0.77
H 1.005064 1.238381 1.933395 -0.099 -0.058 -0.113 0.37
O 0.652016 -0.747256 -0.889640 2.906 1.190 2.250 -0.53
C 1.105464 -0.092335 0.103115 -3.440 -2.386 -3.998 0.46
Y -1.315330 -1.127123 -1.827335 -3.323 4.108 4.925 1.60
C 0.795930 0.653357 1.054447 0.943 1.162 1.800 -0.13
```
Positions in Å, forces in eV/Å.

---

# C2HO4P

2 unconnected molecules or ions with the total composition C2HO4P (ωB97M-V/def2-TZVPD, OMol25).

The value obtained for the HOMO energy is -9.2 eV. The calculation puts the LUMO energy at -1.1 eV. The relative energy (zero: lowest compared OMol25 entry of this formula, charge and spin) is 0.173 eV. As for the SMILES: O=CP=O.O=C=O. The calculation puts the orbital gap at 8.05 eV.

Structure (XYZ):
```
8
Properties=species:S:1:pos:R:3:forces:R:3:mulliken_charge:R:1
P 1.554739 -0.634898 -0.470617 1.747 3.092 0.337 0.40
C 0.568927 -0.088083 1.072261 -3.152 -0.595 -0.096 -0.01
O -2.061939 1.308756 -0.268501 -1.199 0.762 0.960 -0.31
O 1.355025 -1.990967 -0.867485 -0.800 -3.084 -0.367 -0.41
O 1.023415 0.745253 1.785569 1.167 0.669 0.609 -0.39
O -0.539368 0.205549 -1.566942 1.218 -0.972 -1.206 -0.41
H -0.593387 -0.288230 1.222227 1.560 -0.419 -0.269 0.33
C -1.307412 0.742621 -0.906512 -0.541 0.547 0.031 0.78
```
Positions in Å, forces in eV/Å.

---

# C2HPS2

C2HPS2 in the gas phase (ωB97M-V/def2-TZVPD, OMol25).

The value obtained for the HOMO energy is -8.0 eV. The calculation puts the LUMO energy at -1.5 eV. The relative energy (zero: lowest compared OMol25 entry of this formula, charge and spin) is 1.565 eV. The calculation puts the orbital gap at 6.52 eV.

Structure (XYZ):
```
6
Properties=species:S:1:pos:R:3:forces:R:3:mulliken_charge:R:1
H -0.753577 -0.935166 1.171163 0.111 -0.479 0.200 0.28
C 0.747648 -0.959408 -0.260279 1.050 -0.501 -0.714 0.24
C -0.220533 -0.416207 0.395956 -0.881 1.058 0.250 -0.15
S 1.919456 -1.667964 -1.026831 -0.713 0.591 0.389 -0.32
S -1.185803 1.186998 0.288288 0.344 0.182 -0.323 -0.07
P -0.507191 2.791747 -0.568297 0.089 -0.851 0.199 0.02
```
Positions in Å, forces in eV/Å.